The following is a quantum chemistry calculation of 2 unconnected molecules or ions with the total composition C4H8N2O in a non-equilibrium geometry, from the Open Molecules 2025 dataset.

Properties
Relative energy (zero: lowest compared OMol25 entry of this formula, charge and spin)   155.45 kcal per mole
Charge   0
Calculated total energy   -9299.652 eV
Highest occupied orbital energy (alpha / beta)   -6.9 / -7.9 eV

Element x y z (Å)
C  2.0805  -0.2438  0.3222
C  -0.6186  -0.1104  0.6161
C  2.2167  0.3145  -0.9648
C  -2.6285  -0.2377  -0.4341
N  2.4130  -0.5210  1.4595
N  -1.0256  0.5146  1.6294
O  -1.3137  -0.6879  -0.4011
H  1.7891  -0.2383  -1.8051
H  1.6094  1.2663  -1.0230
H  3.1750  0.6980  -1.2995
H  -3.1695  -0.6668  -1.3666
H  -2.5637  0.8771  -0.4991
H  -3.3430  -0.7215  0.2521
H  3.3838  -0.7601  1.7725
H  -2.0048  0.5170  1.7415

Atom charges from the Mulliken analysis, given in e for atoms 1 to 2: 0.41, 0.29